The following is a DFT calculation (ωB97M-V/def2-TZVPD) of C4H11N2O as an isolated structure at a distorted geometry.

Summary:
E_LUMO in eV: -8.72
Energy in eV: -9337.13548
Total charge: +1

XYZ file:
```
18
C4H11N2O | the OMol25 dataset | ωB97M-V/def2-TZVPD
O 0.5593 1.6976 -0.4910
C 0.5555 2.0306 0.8409
N -0.7022 2.1739 1.5889
C -0.7941 -1.4714 0.0335
N -1.2530 -0.9769 1.2631
C 0.7208 -1.1618 -2.1111
C 0.5626 -1.2213 -0.6252
H -1.4385 2.7910 1.2107
H -1.0809 1.1545 1.9599
H -1.2081 -2.4484 -0.3786
H -1.6737 -1.5958 1.9484
H 1.2410 1.2910 1.4661
H 0.9983 3.0678 0.8872
H 1.6737 -1.1052 -2.4736
H 0.3483 -0.1499 -2.4484
H 0.1873 -2.0685 -2.4236
H 1.3992 -1.6557 -0.0108
H -0.0957 -0.3515 -0.2365
```